The following is a quantum chemistry calculation of a structure of composition C2H4IN2 in a non-equilibrium geometry, from OMol25.

## Properties
- Expectation value of S²: 2.01
- Total energy: -485.32895 hartree
- Energy above the lowest of the compared OMol25 structures with the same formula, charge and spin: 218.14 kJ/mol
- Multiplicity: 3
- Charge: +1

```
9
Properties=species:S:1:pos:R:3:forces:R:3:lowdin_charge:R:1
H -1.4889 3.1598 -0.4489 0.1627 -0.6663 -0.1843 0.135
C -0.4259 1.3979 -0.4119 1.2465 -1.2767 0.0602 -0.203
N 0.3963 0.5172 -0.2273 -2.2200 5.2036 1.7791 0.040
H 0.8490 -2.4766 2.2818 0.0724 0.0729 -0.0884 -0.185
H 0.1151 -1.1063 -1.3104 -0.2784 -1.4053 -1.4185 0.058
I -0.5248 -2.1579 1.4937 -0.3376 -0.0374 0.3514 1.100
N -1.1733 2.2410 -0.7672 -1.5031 2.3446 -0.2015 0.279
H 1.5680 -0.8944 -0.0533 1.8268 -1.8176 -0.1558 0.042
C 0.6845 -0.6807 -0.5564 1.0307 -2.4179 -0.1423 -0.266
```
Positions in Å, forces in eV/Å.


The following is a quantum chemistry calculation of the ion C2H4IN4 with charge +1 in a non-equilibrium geometry, from OMol25.

## Properties
- Total energy: -595.00092 hartree
- Energy above the lowest of the compared OMol25 structures with the same formula, charge and spin: 119.67 kJ/mol
- Charge: +1
- SMILES: Nc1nc[nH][n+]1I

```
11
Properties=species:S:1:pos:R:3:forces:R:3:lowdin_charge:R:1
N -1.5561 -0.2991 -0.1072 2.4666 5.2316 0.2877 0.031
N 2.0368 0.0458 0.1664 0.0353 -0.8052 -1.0034 0.127
N -0.2911 -0.7775 -0.0368 1.9788 -0.3791 0.2449 -0.510
H 2.5036 -0.1510 -0.7328 -0.2014 0.1325 1.0531 0.133
C -1.3527 1.1298 -0.0275 1.4493 -1.2309 0.1405 -0.013
H 2.6057 0.1516 1.0071 -0.5770 0.1853 -0.4918 0.133
N 0.0111 1.5063 0.1091 -3.1152 -4.6121 -0.4326 0.158
H -2.2650 1.7991 -0.0975 1.5843 -0.7756 0.1876 0.154
H -2.4242 -0.8283 -0.2347 0.7284 0.0039 0.0197 0.168
C 0.6983 0.2356 0.1001 -4.3737 1.7760 -0.0544 -0.380
I 0.0335 -2.8122 -0.1464 0.0246 0.4736 0.0487 1.000
```
Positions in Å, forces in eV/Å.


The following is a quantum chemistry calculation of a structure of composition C2H4INO2 in a non-equilibrium geometry, from OMol25.

## Properties
- Expectation value of S²: 2.01
- Total energy: -581.23245 hartree
- Energy above the lowest of the compared OMol25 structures with the same formula, charge and spin: 589.73 kJ/mol
- Multiplicity: 3

```
10
Properties=species:S:1:pos:R:3:forces:R:3:lowdin_charge:R:1
H 0.0902 0.2701 1.6205 -0.2919 -0.8000 0.6805 0.036
O -1.2214 2.8048 -0.6572 0.1176 2.7407 -3.5706 0.047
H 1.1757 -0.2968 0.3144 -2.0409 -0.1915 0.3712 0.084
N -1.3653 1.9144 0.1074 1.7145 -1.6049 1.6339 -0.627
C -1.1148 0.5989 -0.3121 4.3092 -0.3935 3.5628 -0.598
H -0.7690 0.5692 -1.2738 0.8021 -0.0580 -2.4439 0.034
O -1.7043 2.1321 1.2595 -0.8614 -0.9125 1.9963 -0.032
H -0.2181 -1.4055 0.7465 -0.4907 -0.9513 0.5960 -0.002
C 0.1174 -0.4079 0.7773 0.0617 4.1692 -3.1520 0.022
I -3.0123 -0.3904 -0.1294 -3.3202 -1.9984 0.3257 1.037
```
Positions in Å, forces in eV/Å.


The following is a quantum chemistry calculation of a structure of composition C2H4INOS in a non-equilibrium geometry, from OMol25.

## Properties
- Expectation value of S²: 2.01
- Total energy: -904.28427 hartree
- Energy above the lowest of the compared OMol25 structures with the same formula, charge and spin: 99.73 kJ/mol
- Multiplicity: 3

```
10
Properties=species:S:1:pos:R:3:forces:R:3:lowdin_charge:R:1
C 0.8111 0.2075 0.7596 2.2696 0.6591 0.5260 -0.457
S -1.6279 0.9194 0.7520 -2.2079 0.4682 -1.3247 0.895
H -1.6556 -0.6425 -1.1442 1.0223 0.3505 0.7663 0.084
H 1.4972 -0.1253 1.5077 1.2444 -0.6420 -0.3036 0.128
I 1.0847 -1.9688 -1.4048 1.1265 -0.4675 -0.2898 0.879
H 1.1460 1.0439 0.1633 1.0559 0.4139 -0.3532 0.118
H -0.5076 0.6094 -1.4557 0.8821 1.7894 -1.4277 0.037
C -0.8164 -0.0274 -0.6994 -2.3324 -1.8841 1.9256 -0.562
O -0.1597 0.7551 1.5655 -0.5651 0.1529 1.2139 -0.446
N 0.2281 -0.7711 -0.0439 -2.4954 -0.8403 -0.7329 -0.676
```
Positions in Å, forces in eV/Å.


The following is a quantum chemistry calculation of an isolated molecule of C2H4IPS, from OMol25.

## Properties
- Total energy: -1115.82639 hartree
- Energy above the lowest of the compared OMol25 structures with the same formula, charge and spin: 0.00 kJ/mol
- SMILES: CC(=S)PI

```
9
Properties=species:S:1:pos:R:3:forces:R:3:lowdin_charge:R:1
H 0.4164 1.5759 -0.3907 -0.0376 -0.0466 -0.0554 0.060
P -0.9257 -1.4026 -0.3980 0.2902 -0.1409 0.1344 0.384
S 0.1714 -0.5343 2.2069 -0.0647 0.0232 -0.4472 0.652
H 1.8063 1.0142 0.5471 -0.0189 -0.0326 -0.0061 0.066
C 0.9925 0.6936 -0.1004 0.2239 0.2049 -0.1249 -0.242
H 1.3923 0.2529 -1.0167 0.0026 0.0602 -0.0431 0.073
I -1.9837 0.1058 -1.9619 -0.1713 0.2195 -0.2919 0.341
H -1.9804 -1.4328 0.5128 -0.2222 -0.0625 0.1490 -0.128
C 0.1110 -0.2727 0.6009 -0.0020 -0.2252 0.6852 -1.207
```
Positions in Å, forces in eV/Å.


The following is a quantum chemistry calculation of a structure of composition C2H4IrLiO2 in a non-equilibrium geometry, from OMol25.

## Properties
- Expectation value of S²: 6.02
- Total energy: -340.10552 hartree
- Energy above the lowest of the compared OMol25 structures with the same formula, charge and spin: 0.00 kJ/mol
- Multiplicity: 5
- Charge: +2

```
10
Properties=species:S:1:pos:R:3:forces:R:3:lowdin_charge:R:1
H -2.9102 1.5134 1.9265 -0.7062 0.8082 0.6024 0.076
C 1.1241 0.7522 -1.0965 -0.3962 0.8032 0.1512 0.159
Li 0.4824 -2.7438 0.6672 0.2293 -0.9193 0.1599 0.879
H 0.6372 1.5897 -0.5891 0.2071 -0.0877 -0.1348 0.086
O -2.6885 0.6478 1.5859 -1.9933 0.6749 0.4931 -0.296
H 1.5603 -1.3007 -1.2056 -0.3316 0.1815 0.2069 0.145
H 1.7252 0.9702 -1.9779 -0.0729 -0.0169 0.2275 0.121
C 0.9885 -0.5152 -0.6917 0.9248 -1.0373 -1.0663 -0.259
Ir -1.1207 0.0438 1.0707 -0.9541 1.1058 0.6248 1.585
O 0.2018 -0.9574 0.3105 3.0931 -1.5126 -1.2647 -0.496
```
Positions in Å, forces in eV/Å.


The following is a quantum chemistry calculation of a structure of composition C2H4KLiO in a non-equilibrium geometry, from OMol25.

## Properties
- Total energy: -761.22212 hartree
- Energy above the lowest of the compared OMol25 structures with the same formula, charge and spin: 0.66 kJ/mol

```
9
Properties=species:S:1:pos:R:3:forces:R:3:lowdin_charge:R:1
Li 2.5940 -0.4043 1.5159 -0.7060 0.0020 -0.4590 0.791
H -0.5593 -0.2773 -1.5048 -0.1459 -0.2006 0.3441 0.045
H -1.7051 -1.4948 -0.6508 0.2993 0.2114 0.0072 0.044
C 0.0055 -0.9125 0.4558 -0.9964 -0.0816 -0.5857 -0.476
H -0.2681 -1.5549 1.3089 0.0092 0.1255 -0.2331 0.094
C -0.8048 -0.8810 -0.6242 0.3806 -0.1576 0.3510 -0.033
K 0.5479 2.1433 -0.0380 -0.2500 0.4750 -0.1604 0.401
O 1.0917 -0.1697 0.6078 1.5084 -0.5785 0.8414 -0.539
H -0.9016 3.5512 -1.0707 -0.0991 0.2044 -0.1055 -0.327
```
Positions in Å, forces in eV/Å.


The following is a quantum chemistry calculation of a structure of composition C2H4LiO2Zn in a non-equilibrium geometry, from OMol25.

## Properties
- Total energy: -2015.47142 hartree
- Energy above the lowest of the compared OMol25 structures with the same formula, charge and spin: 416.43 kJ/mol
- Charge: +1

```
10
Properties=species:S:1:pos:R:3:forces:R:3:lowdin_charge:R:1
C 0.2723 0.8886 -0.9441 0.3403 -2.3558 2.2963 -0.199
H -0.5465 1.5974 -0.7678 0.2626 -0.0673 0.1963 0.132
Zn 0.7846 0.5966 1.7994 0.8282 0.6642 -0.3651 0.970
H -0.5525 -0.9805 -1.3633 -2.0455 -0.4124 -0.1449 0.078
H 0.4995 -1.5014 -0.3303 1.3762 1.2507 1.4541 0.114
H 0.6975 1.0157 -1.9469 -0.1792 -0.2116 0.0112 0.143
C 0.0405 -0.5308 -0.5531 -4.9580 -3.0599 -4.0343 0.051
Li -1.8754 -1.2152 2.4965 0.0203 -0.0175 -0.1879 0.797
O 1.2719 0.6101 0.0211 5.6119 5.1346 2.0336 -0.384
O -0.5918 -0.4804 1.5885 -1.2568 -0.9253 -1.2594 -0.701
```
Positions in Å, forces in eV/Å.